i) Here is C43H44ClF2N4O6SiZr as an isolated structure from the Open Molecules 2025 dataset. Energies are from ωB97M-V/def2-TZVPD.

Last column: Löwdin charge in e.
Atoms and positions in Å:
Zr: -0.05457 0.40894 -0.27383  1.68
O: 1.53225 0.29413 -1.60527  -0.25
C: 2.79452 0.00638 -1.50993  -0.35
C: 3.49420 -0.47131 -2.63831  -0.02
C: 4.82243 -0.83541 -2.56168  -0.10
C: 5.53171 -0.72508 -1.35653  -0.12
C: 4.87419 -0.21778 -0.25524  -0.06
C: 3.52448 0.15622 -0.30363  -0.15
C: 2.92560 0.73774 0.88644  -0.06
N: 1.68416 1.01499 1.00047  -0.10
N: 1.29502 1.67602 2.16940  0.08
C: 0.07678 2.13386 2.04857  -0.45
O: -0.66449 2.01972 0.99824  -0.19
C: -0.49157 2.82526 3.24380  -0.13
C: 0.15284 2.82876 4.47979  -0.03
C: -0.42052 3.48713 5.55932  -0.10
C: -1.63854 4.14807 5.41300  -0.11
C: -2.28676 4.13695 4.18449  -0.09
C: -1.71588 3.47157 3.10509  -0.02
H: 2.93499 -0.55904 -3.56513  0.11
H: 5.32334 -1.21173 -3.44911  0.10
H: 6.57386 -1.01777 -1.29651  0.09
H: 5.40351 -0.10152 0.68644  0.11
H: 3.57326 1.00182 1.71466  0.13
H: 1.09871 2.30925 4.57168  0.10
H: 0.08211 3.48384 6.52153  0.09
H: -2.07973 4.67044 6.25615  0.09
H: -3.23958 4.64453 4.06414  0.09
H: -2.20858 3.44390 2.13907  0.11
F: 1.01210 -2.92377 4.16541  0.03
C: 0.03658 -2.45206 3.34857  -0.28
C: 0.33366 -1.44684 2.46485  -0.09
C: -0.61790 -0.94220 1.58073  -0.15
C: -1.91991 -1.46241 1.69309  -0.14
C: -2.16852 -2.48787 2.59634  -0.22
F: -3.40778 -3.02595 2.71235  0.04
C: -1.21159 -3.02218 3.43076  0.05
C: -2.98509 -0.78870 0.90573  -0.22
C: -4.32770 -1.16099 0.85083  -0.01
C: -5.23694 -0.32420 0.22630  -0.07
C: -4.79863 0.86389 -0.32881  -0.06
C: -3.43847 1.12131 -0.30250  -0.12
N: -2.55851 0.31163 0.27071  0.03
H: 1.33260 -1.02671 2.48756  0.09
H: -1.44359 -3.82602 4.11655  0.12
H: -4.65867 -2.08521 1.29347  0.10
H: -6.28586 -0.60235 0.18105  0.10
H: -5.48159 1.56701 -0.79021  0.10
H: -3.02645 2.00865 -0.75697  0.09
C: -1.22973 -3.45930 -1.13374  -0.24
Si: -1.05929 -1.69193 -1.82523  0.49
C: -0.07076 -1.95783 -3.43257  -0.24
C: -2.79438 -1.43822 -2.57393  -0.25
H: -1.23085 -4.20678 -1.94019  0.02
H: -2.17158 -3.56226 -0.57319  0.01
H: -0.41382 -3.69483 -0.43562  0.00
H: -0.67168 -2.49793 -4.17518  0.01
H: 0.85261 -2.52511 -3.25953  -0.01
H: 0.22262 -0.98814 -3.86313  0.01
H: -3.06660 -2.28740 -3.21624  0.02
H: -2.81900 -0.51926 -3.17841  0.02
H: -3.56569 -1.33999 -1.79609  -0.01
O: 1.53156 -1.95269 -0.06326  -0.03
C: 2.26080 -2.92755 0.01994  -0.44
C: 2.54562 -3.75711 -1.21189  -0.08
C: 3.90713 -4.45247 -1.26237  -0.19
C: 3.94281 -5.78298 -0.50811  -0.21
C: 3.28748 -5.69289 0.87341  -0.19
C: 3.64284 -4.40173 1.60382  -0.17
N: 2.80341 -3.26717 1.22589  0.11
H: 2.44979 -3.05353 -2.03298  0.09
H: 1.72601 -4.47726 -1.32256  0.13
H: 4.66828 -3.76971 -0.86893  0.10
H: 4.16987 -4.62743 -2.30744  0.11
H: 4.98399 -6.10463 -0.39764  0.11
H: 3.43370 -6.55205 -1.09715  0.11
H: 3.59853 -6.54471 1.48344  0.11
H: 2.19772 -5.74531 0.78599  0.12
H: 4.70369 -4.17093 1.44639  0.12
H: 3.49899 -4.53614 2.67404  0.12
H: 2.51963 -2.64809 1.96530  0.11
C: -0.15947 5.63102 -2.02492  -0.02
C: -1.58097 5.23626 -1.70193  -0.17
C: -2.22892 5.79715 -0.60213  -0.06
C: -3.55499 5.51283 -0.33004  -0.67
Cl: -4.32400 6.24075 1.06090  0.63
C: -4.28217 4.67363 -1.15577  -0.12
C: -3.63904 4.08614 -2.23245  -0.01
C: -2.30275 4.34535 -2.49421  -0.26
O: -1.78156 3.74206 -3.60125  -0.02
C: -0.51517 3.08379 -3.48057  -0.07
C: -0.28062 2.40720 -2.13982  -0.60
O: -1.08536 1.42805 -1.83844  -0.20
O: 0.63175 2.77774 -1.41158  0.02
H: 0.11621 6.52330 -1.46493  0.08
H: -0.05434 5.84743 -3.09023  0.09
H: 0.54030 4.83213 -1.77045  0.07
H: -1.68324 6.47641 0.04484  0.11
H: -5.32432 4.46367 -0.94539  0.10
H: -4.16199 3.39048 -2.88007  0.13
H: 0.29788 3.77380 -3.67532  0.11
H: -0.52649 2.30931 -4.24205  0.14

Calculated values
2S+1: 1
HOMO level (eV): -3.94
Charge: -1

ii) Here is C43H44ClF2N4O6SiZr as an isolated structure from the Open Molecules 2025 dataset. Energies are from ωB97M-V/def2-TZVPD.

Last column: Löwdin charge in e.
Atoms and positions in Å:
Zr: 0.11616 0.43838 -0.01136  1.72
O: -0.11213 -1.32072 1.32989  -0.32
C: 0.51710 -2.42107 1.61067  -0.39
C: 0.33317 -3.05689 2.85737  -0.02
C: 1.01198 -4.21258 3.17423  -0.10
C: 1.89109 -4.80393 2.26304  -0.11
C: 2.05571 -4.21321 1.02779  -0.06
C: 1.38747 -3.03438 0.68138  -0.16
C: 1.55879 -2.51496 -0.65542  -0.06
N: 1.08556 -1.41701 -1.11836  -0.07
N: 1.30361 -1.27521 -2.48932  0.09
C: 0.80026 -0.15687 -2.91060  -0.46
O: 0.21060 0.72230 -2.18087  -0.19
C: 0.89375 0.13445 -4.36951  -0.13
C: 0.02445 1.06826 -4.92321  -0.04
C: 0.08478 1.36721 -6.27666  -0.09
C: 1.02229 0.73884 -7.08439  -0.11
C: 1.89153 -0.19555 -6.53427  -0.09
C: 1.82632 -0.50118 -5.18394  -0.03
H: -0.33340 -2.58941 3.57317  0.10
H: 0.86395 -4.66475 4.14837  0.10
H: 2.42461 -5.70951 2.51865  0.09
H: 2.71876 -4.66158 0.29528  0.11
H: 2.10739 -3.14113 -1.35916  0.13
H: -0.70001 1.54192 -4.27230  0.11
H: -0.60029 2.09091 -6.70192  0.10
H: 1.07573 0.97533 -8.14005  0.09
H: 2.62461 -0.68685 -7.16244  0.09
H: 2.49156 -1.22867 -4.73916  0.11
F: -3.26251 -3.96626 -1.27835  0.04
C: -3.12376 -2.61781 -1.34770  -0.27
C: -2.09372 -2.00156 -0.67018  -0.05
C: -1.93316 -0.61472 -0.70818  -0.12
C: -2.86659 0.12966 -1.46423  -0.13
C: -3.86435 -0.54950 -2.15899  -0.21
F: -4.76255 0.10809 -2.94871  0.03
C: -4.02617 -1.91849 -2.11841  0.04
C: -2.74466 1.60638 -1.43718  -0.19
C: -3.68787 2.48966 -1.97491  0.00
C: -3.53605 3.85133 -1.79528  -0.07
C: -2.45564 4.31962 -1.06999  -0.06
C: -1.54836 3.39243 -0.59209  -0.11
N: -1.67020 2.07878 -0.78303  0.05
H: -1.40293 -2.62886 -0.11982  0.10
H: -4.81567 -2.40562 -2.67130  0.12
H: -4.53806 2.11197 -2.51426  0.10
H: -4.26189 4.53712 -2.21512  0.10
H: -2.29374 5.37406 -0.89465  0.10
H: -0.67421 3.70731 -0.04259  0.10
C: 2.85225 2.30454 2.39018  -0.24
Si: 1.86072 0.67257 2.21543  0.54
C: 0.99200 0.57977 3.92352  -0.24
C: 3.25997 -0.62438 2.36065  -0.22
H: 3.34986 2.33706 3.36594  0.02
H: 2.21416 3.18732 2.29920  0.02
H: 3.63383 2.37741 1.62787  0.01
H: 1.72533 0.47287 4.73046  0.02
H: 0.29433 -0.26069 3.98428  -0.01
H: 0.42812 1.50074 4.10246  0.00
H: 3.96228 -0.33219 3.15029  0.02
H: 3.81280 -0.68470 1.41881  0.02
H: 2.89544 -1.62665 2.59578  0.00
O: -1.12512 1.33246 1.70247  -0.13
C: -2.05512 0.94016 2.42858  -0.45
C: -2.84460 1.94641 3.22538  -0.08
C: -2.71201 1.76603 4.74290  -0.18
C: -3.58519 0.65728 5.32513  -0.21
C: -3.25976 -0.74673 4.82399  -0.18
C: -3.43421 -0.91498 3.31666  -0.16
N: -2.36143 -0.34703 2.52619  0.12
H: -3.89873 1.88367 2.93252  0.13
H: -2.47382 2.92274 2.91906  0.12
H: -2.98653 2.70958 5.21994  0.11
H: -1.66337 1.58224 4.99135  0.10
H: -4.63494 0.87744 5.09550  0.11
H: -3.49721 0.67427 6.41469  0.11
H: -3.91562 -1.46231 5.32748  0.11
H: -2.23095 -1.01155 5.08649  0.11
H: -4.39586 -0.49306 3.00355  0.12
H: -3.46338 -1.97467 3.06454  0.12
H: -1.70342 -0.96515 2.03737  0.10
C: 1.63142 7.01548 -0.65773  -0.03
C: 1.03357 6.15448 -1.73234  -0.20
C: -0.01079 6.59905 -2.52535  -0.09
C: -0.55331 5.77232 -3.49683  -0.68
Cl: -1.89246 6.35028 -4.45949  0.63
C: -0.07332 4.49489 -3.68732  -0.10
C: 0.97194 4.02979 -2.89879  0.02
C: 1.52978 4.85957 -1.93503  -0.23
O: 2.57282 4.52147 -1.13017  -0.02
C: 3.07934 3.20471 -1.20037  -0.07
C: 2.13234 2.15216 -0.65404  -0.69
O: 2.46486 0.95487 -0.72102  -0.06
O: 1.02608 2.51099 -0.16192  -0.16
H: 1.11933 7.97590 -0.60444  0.07
H: 2.69245 7.19217 -0.84209  0.08
H: 1.56265 6.52134 0.31288  0.09
H: -0.41065 7.59519 -2.38122  0.11
H: -0.51871 3.84916 -4.43082  0.09
H: 1.29505 3.00539 -3.02501  0.11
H: 3.98522 3.19877 -0.59635  0.13
H: 3.35037 2.92998 -2.22405  0.14

Calculated values
2S+1: 1
HOMO level (eV): -3.67
Charge: -1

Tell me which of them is the most stable. Sure, it is ii).

i) Here is an isolated ion of composition C4H9NO2 and charge +1 from the Open Molecules 2025 dataset. Energies are from ωB97M-V/def2-TZVPD.

Last column: Löwdin charge in e.
Atoms and positions in Å:
C: -0.77727 -1.21110 -0.81023  0.03
N: 0.56867 -0.70739 -0.74994  -0.01
C: 1.07754 -0.40707 -2.10788  -0.03
C: 0.60841 0.61662 -0.13591  -0.06
C: -0.18139 0.63568 1.16286  -0.49
O: -1.49669 0.88790 1.10018  0.13
O: 0.40911 0.26166 2.14693  0.17
H: -1.18697 -1.27857 0.13368  0.08
H: -1.29627 -0.33738 -1.34112  0.17
H: -0.74821 -2.00911 -1.58779  0.14
H: 1.29663 -1.33117 -2.77075  0.14
H: 2.14165 0.14252 -1.93570  0.17
H: 0.39340 0.28180 -2.68292  0.14
H: 1.55664 1.13257 -0.06464  0.16
H: 0.08327 1.09813 -0.88000  0.11
H: -1.88376 0.25165 1.74884  0.17

Calculated values
2S+1: 2
HOMO level (alpha / beta) (eV): -15.26 / -15.24
Charge: +1

ii) Here is a 3-piece molecular cluster, C4H9NO2 overall from the Open Molecules 2025 dataset. Energies are from ωB97M-V/def2-TZVPD.

Last column: Löwdin charge in e.
Atoms and positions in Å:
C: 2.60316 -1.77445 -1.05377  0.37
C: -2.06336 1.30303 -0.71630  -0.32
C: -2.91503 1.13287 -1.81100  0.15
O: -2.24674 0.66486 0.34010  0.00
C: 2.14564 -1.82408 0.28532  -0.17
N: 2.36079 -0.94273 1.20351  0.29
O: 0.13957 1.09154 1.58435  -0.06
H: 0.65669 0.31085 1.37183  -0.03
H: 2.33133 -2.58197 -1.72736  0.12
H: -1.17019 1.94780 -0.70743  0.12
H: -3.78879 0.49127 -1.73742  0.09
H: -2.83374 1.72310 -2.71899  0.07
H: -0.73636 1.01518 1.15792  -0.02
H: 1.64698 -2.76501 0.53998  0.14
H: 3.17283 -0.35023 0.98288  0.13
H: 3.11826 -0.89457 -1.45185  0.13

Calculated values
2S+1: 2
HOMO level (alpha / beta) (eV): -12.94 / -13.23
Charge: +1

Tell me which of them is the most stable. Sure, it is i).

i) Here is a 2-piece molecular cluster, C4H12NO overall from the Open Molecules 2025 dataset. Energies are from ωB97M-V/def2-TZVPD.

Last column: Löwdin charge in e.
Atoms and positions in Å:
C: 0.71016 -0.77602 -0.26334  -0.15
N: -0.31471 0.46580 -0.30251  -0.03
C: -0.76419 0.70586 1.03622  -0.20
C: 0.65712 0.64258 1.70882  -0.22
C: 1.16094 -0.71164 1.22876  -0.22
H: 1.48655 -0.41125 -1.01535  0.06
H: 0.20236 -1.67975 -0.69153  0.11
H: 0.28513 1.00818 -0.85146  0.00
H: -1.03306 0.31981 -0.93990  0.05
H: -1.21762 1.69256 1.16331  0.10
H: -1.25666 -0.30981 1.25662  0.15
H: 0.63320 0.78676 2.86462  0.14
H: 1.30994 1.44409 1.26761  0.10
H: 2.26814 -0.59965 1.32344  0.11
H: 0.85644 -1.56917 1.80073  0.10
H: -1.06169 -0.25581 -3.69140  -0.03
H: -2.46330 -0.37033 -3.01737  0.07
O: -1.45876 -0.38221 -2.87728  -0.15

Calculated values
2S+1: 2
HOMO level (alpha / beta) (eV): -2.73 / -11.71
Charge: 0

ii) Here is a 2-piece molecular cluster, C4H12NO overall from the Open Molecules 2025 dataset. Energies are from ωB97M-V/def2-TZVPD.

Last column: Löwdin charge in e.
Atoms and positions in Å:
C: -0.89925 -2.09054 -0.63154  -0.12
C: -1.38995 -0.67790 -0.33272  -0.24
C: -0.18904 0.11563 0.17490  -0.24
C: 0.12570 2.57667 0.19601  -0.09
N: -0.64428 1.49998 0.46316  -0.13
H: -1.66691 -2.56730 -1.24947  0.07
H: -0.73457 -2.77374 0.21819  0.08
H: 0.09297 -2.15225 -1.07692  0.06
H: -2.14309 -0.68651 0.46852  0.11
H: -1.93432 -0.25132 -1.18228  0.11
H: 0.65053 0.22419 -0.50212  0.09
H: 0.17458 -0.23692 1.14149  0.11
H: 1.17369 2.43783 -0.07787  0.04
H: -0.24673 3.58632 0.15882  0.02
H: -1.60612 1.50956 0.74805  0.11
H: 3.37656 -0.76083 0.39440  0.04
H: 2.38410 -1.73336 -0.14358  0.05
O: 2.44035 -0.81604 0.18604  -0.06

Calculated values
2S+1: 2
HOMO level (alpha / beta) (eV): -5.30 / -9.60
Charge: 0

Tell me which of them is the most stable. Sure, it is ii).

i) Here is a single C4H7FS molecule from the Open Molecules 2025 dataset. Energies are from ωB97M-V/def2-TZVPD.

Last column: Löwdin charge in e.
Atoms and positions in Å:
C: -2.54091 0.38757 0.09968  -0.24
C: -1.12205 0.68741 -0.37887  -0.17
C: -0.01019 -0.13910 0.37865  -0.26
C: 1.36265 0.45237 0.24653  -0.69
H: -3.26603 0.98065 -0.46960  0.11
H: -2.69626 0.70560 1.12286  0.11
H: -1.00044 0.48290 -1.46234  0.12
H: -0.87292 1.80778 -0.26597  0.14
H: -0.20652 -0.04657 1.48297  0.13
H: 0.07929 -1.19377 0.20192  0.09
H: 1.45462 1.50947 0.45976  0.03
F: -2.69082 -0.95197 -0.10472  -0.03
S: 2.78679 -0.25049 -0.13769  0.66

Calculated values
2S+1: 1
HOMO level (eV): -8.72
Charge: 0
Structure (SMILES): FCCCC=S

ii) Here is a single C4H7FS molecule from the Open Molecules 2025 dataset. Energies are from ωB97M-V/def2-TZVPD.

Last column: Löwdin charge in e.
Atoms and positions in Å:
C: 0.04109 -0.31632 0.08713  -0.77
C: -1.39514 -0.26456 -0.42072  -0.18
C: 0.48177 0.73325 1.09511  -0.12
C: 1.02965 0.79618 -0.34597  -0.12
H: 0.83695 -2.17391 -1.06103  -0.11
H: -1.56153 -0.74283 -1.34992  0.10
H: -1.62744 0.79753 -0.50389  0.12
H: -0.22845 1.45118 1.34544  0.08
H: 1.17482 0.40897 1.84012  0.09
H: 2.04764 0.54428 -0.48714  0.07
H: 0.64686 1.59610 -1.06048  0.12
F: -2.19703 -0.86841 0.57302  -0.07
S: 0.75081 -1.96147 0.28833  0.78

Calculated values
2S+1: 1
HOMO level (eV): -9.14
Charge: 0
Structure (SMILES): FCC1(S)CC1

iii) Here is a single C4H7FS molecule from the Open Molecules 2025 dataset. Energies are from ωB97M-V/def2-TZVPD.

Last column: Löwdin charge in e.
Atoms and positions in Å:
C: 0.39968 -0.07192 -0.91613  -0.42
C: 0.72663 -0.54582 0.45346  -0.23
C: -0.06469 0.20907 1.51924  -0.44
C: -0.96150 0.50648 -0.94602  -0.47
H: 1.18666 0.52596 -1.36359  0.15
H: 1.82597 -0.30588 0.53794  0.14
H: 0.28467 -1.55786 0.50187  0.13
H: -0.12741 -0.54237 2.44585  0.13
H: 0.37248 1.10643 1.84190  0.04
H: -1.51138 -0.07379 -1.67452  0.09
H: -0.74177 1.48123 -1.33332  0.08
F: 0.29871 -1.20747 -1.73527  -0.05
S: -1.68805 0.47594 0.66861  0.86

Calculated values
2S+1: 1
HOMO level (eV): -8.81
Charge: 0
Structure (SMILES): F[C@@H]1CCSC1

Tell me which of them is the most stable. Sure, it is iii).

i) Here is a single C6H4Cl2 molecule from the Open Molecules 2025 dataset. Energies are from ωB97M-V/def2-TZVPD.

Last column: Löwdin charge in e.
Atoms and positions in Å:
Cl: -2.71989 1.24341 -1.59866  0.72
Cl: 1.69378 0.10008 1.73335  0.55
C: 0.83026 -0.31877 -2.16127  -0.08
C: -0.45724 0.18473 -2.32921  -0.13
C: 1.45761 -0.28506 -0.94872  -0.12
C: -0.68245 0.36296 0.06374  -0.08
C: -1.19510 0.60087 -1.24493  -0.69
C: 0.68272 0.10776 0.17828  -0.52
H: 1.41810 -0.61746 -2.98718  0.10
H: -0.89084 0.32110 -3.30388  0.10
H: 2.49289 -0.42167 -0.88661  0.08
H: -1.23242 0.55778 0.88519  0.07

Calculated values
2S+1: 1
HOMO level (eV): -9.34
Charge: 0
Structure (SMILES): Clc1cccc(Cl)c1

ii) Here is a single C6H4Cl2 molecule from the Open Molecules 2025 dataset. Energies are from ωB97M-V/def2-TZVPD.

Last column: Löwdin charge in e.
Atoms and positions in Å:
C: 0.29852 -1.47630 -0.00408  -0.17
C: -1.04818 -1.56724 -0.22092  -0.28
C: 1.16180 -0.39953 0.14721  -0.71
C: -1.74962 -0.34344 -0.27292  -0.48
C: 0.85997 0.86836 0.42828  -0.09
C: 0.77704 2.15873 0.59007  0.05
Cl: 2.78128 -0.91224 0.36962  0.71
Cl: -3.29126 -0.58874 0.43230  0.59
H: 0.95980 -2.38745 -0.05471  0.10
H: -1.61356 -2.56166 -0.23315  0.12
H: 0.61168 2.62245 1.53636  0.07
H: 0.52565 2.72213 -0.30163  0.08

Calculated values
2S+1: 1
HOMO level (alpha / beta) (eV): -8.64 / -8.64
Charge: 0

Tell me which of them is the most stable. Sure, it is i).